Entry P
This record from the OMol25 dataset describes 7 unconnected molecules or ions with the total composition C3H20O7. The level of theory is ωB97M-V with the def2-TZVPD basis set.

Each line ends with the Mulliken charge.
Positions of all 30 atoms, in Å:
C 9.209 -23.450 9.701  -0.746
O 8.616 -24.394 10.616  -0.490
H 8.529 -22.766 9.194  0.396
H 10.133 -22.983 10.041  0.259
H 9.589 -24.090 8.904  0.258
H 7.869 -23.829 10.828  0.294
C 9.969 -24.896 14.595  -0.457
O 10.874 -24.469 15.521  -0.512
H 10.154 -24.344 13.674  0.118
H 10.182 -25.933 14.336  0.183
H 8.908 -24.723 14.776  0.350
H 10.389 -24.355 16.341  0.311
C 7.881 -29.130 12.207  -0.563
O 9.074 -28.945 11.485  -0.441
H 7.076 -29.087 11.474  0.252
H 7.773 -30.153 12.566  0.261
H 7.758 -28.369 12.978  0.184
H 8.889 -28.274 10.824  0.326
O 7.669 -27.498 9.598  -0.654
H 7.275 -27.400 8.731  0.284
H 7.720 -26.606 9.941  0.317
O 12.189 -27.719 9.069  -0.638
H 11.703 -27.331 9.796  0.341
H 11.521 -28.150 8.536  0.308
O 10.602 -26.293 11.255  -0.441
H 11.202 -25.935 11.909  0.207
H 9.848 -25.703 11.274  0.306
O 13.409 -25.932 12.604  -0.639
H 13.890 -25.254 13.080  0.316
H 12.892 -26.375 13.276  0.311

Calculated values
* HOMO-LUMO gap: 0.3490 Eh

***

Entry Q
This record from the OMol25 dataset describes 7 unconnected molecules or ions with the total composition C3H20O7. The level of theory is ωB97M-V with the def2-TZVPD basis set.

Each line ends with the Mulliken charge.
Positions of all 30 atoms, in Å:
O 0.199 0.935 -1.380  -0.306
H -0.522 0.387 -1.833  0.415
H -0.095 1.823 -1.169  0.501
H 0.501 0.435 -0.578  0.322
C 2.233 -1.721 1.805  -1.703
C 1.297 -1.511 0.638  0.954
C 0.646 -2.767 0.113  -1.219
O 0.416 -0.431 0.882  -0.853
H 2.830 -0.915 2.123  0.371
H 2.951 -2.573 1.620  0.374
H 1.670 -2.106 2.620  0.390
H 1.888 -1.096 -0.214  0.095
H 1.324 -3.598 -0.148  0.420
H 0.151 -2.595 -0.886  0.125
H -0.172 -3.167 0.754  0.310
O -1.994 3.140 -1.784  -0.632
H -1.987 3.811 -1.096  0.311
H -2.822 2.675 -1.717  0.317
O -1.435 -0.629 -3.023  -0.620
H -2.081 -0.416 -3.710  0.284
H -1.655 -1.485 -2.721  0.287
O 1.019 1.545 2.456  -0.775
H 0.743 0.801 1.929  0.511
H 1.917 1.325 2.792  0.285
O -0.123 2.843 0.454  -0.704
H 0.151 2.410 1.319  0.360
H -1.057 2.809 0.402  0.256
O -2.168 -0.068 -0.222  -0.628
H -1.439 -0.530 0.220  0.289
H -2.374 0.657 0.348  0.264

Calculated values
* HOMO-LUMO gap: 0.3068 Eh

***

Entry R
This record from the OMol25 dataset describes 8 unconnected molecules or ions with the total composition C3H20O7. The level of theory is ωB97M-V with the def2-TZVPD basis set.

Each line ends with the Mulliken charge.
Positions of all 30 atoms, in Å:
C 2.396 -0.517 -1.635  -0.980
C 2.091 0.109 -0.525  0.309
C 2.599 -0.690 0.808  -1.635
H 2.312 -0.326 -2.609  0.497
H 2.936 -1.471 -1.750  0.243
H 1.698 1.037 -0.223  0.336
H 3.395 -1.359 0.628  0.482
H 3.200 0.107 1.285  0.449
H 1.822 -0.808 1.482  0.357
O 0.457 -2.545 0.635  -0.586
H 1.189 -2.977 1.215  0.297
H -0.362 -2.953 0.867  0.283
O 0.292 2.668 0.845  -0.600
H -0.523 2.634 0.368  0.299
H 0.452 3.313 1.478  0.261
O -2.953 -1.659 -0.189  -0.612
H -2.864 -0.680 0.005  0.432
H -3.066 -1.693 -1.054  0.258
O -1.647 0.437 3.293  -0.630
H -1.797 -0.069 2.467  0.330
H -1.290 1.240 2.895  0.299
O -0.869 -0.724 -2.497  -0.692
H -1.573 -0.588 -1.891  0.236
H 0.056 -0.568 -2.114  0.273
O -2.660 0.816 0.444  -0.659
H -2.508 1.142 -0.459  0.299
H -2.972 1.605 0.898  0.322
O -0.172 1.714 -1.556  -0.529
H -0.154 1.032 -2.121  0.270
H 0.515 1.774 -0.987  0.390

Calculated values
* HOMO-LUMO gap: 0.3701 Eh

***

Question: which arrangement is favored energetically? Ranking from most to least stable: entry Q, entry P, entry R.